# 1
{
  "formula": "H2NO4P",
  "method": "ωB97M-V/def2-TZVPD",
  "e_above_lowest_kcal_mol": 45.2,
  "energy_ev": -18999.4090,
  "molar_mass_da": 110.993,
  "charge": -2,
  "lumo_energy_ha": 0.267,
  "gap_ev": 5.58,
  "multiplicity": 1,
  "symbols": ["N", "O", "O", "O", "O", "P", "H", "H"],
  "coordinates": [[0.65942, -0.80310, -0.40764], [1.70648, 2.65365, 0.68815], [2.40522, 0.87398, 2.39608], [-0.08975, 1.47171, 2.05279], [-0.82463, -0.67872, -0.27245], [1.32181, 1.48360, 1.53855], [0.93849, 0.06659, -0.68203], [-0.93951, -0.14707, 0.46070]]
}

# 2
{
  "formula": "H2NO4P",
  "method": "ωB97M-V/def2-TZVPD",
  "e_above_lowest_kcal_mol": 61.5,
  "energy_ev": -18998.7049,
  "molar_mass_da": 110.993,
  "charge": -2,
  "lumo_energy_ha": 0.276,
  "gap_ev": 6.62,
  "multiplicity": 1,
  "symbols": ["N", "O", "O", "O", "O", "P", "H", "H"],
  "coordinates": [[-1.23007, -1.43845, 0.03604], [0.65463, 2.25289, 0.59620], [1.34506, -0.84019, 0.24780], [-0.18095, 0.03817, -1.80901], [-1.23599, -0.05748, 0.69983], [0.06879, -0.32017, -0.37461], [-0.77641, -1.84544, 0.78448], [1.35494, 2.21066, -0.18074]]
}

# 3
{
  "formula": "H2NO4P",
  "method": "ωB97M-V/def2-TZVPD",
  "e_above_lowest_kcal_mol": 48.2,
  "energy_ev": -18999.0060,
  "molar_mass_da": 110.993,
  "lumo_energy_ha": -0.005,
  "gap_ev": 9.75,
  "multiplicity": 1,
  "symbols": ["N", "O", "O", "O", "O", "P", "H", "H"],
  "coordinates": [[1.01569, -0.69458, 1.88381], [1.22980, 0.09297, 2.76078], [0.31892, -1.80032, 1.92615], [0.75896, 1.29793, 0.21809], [-0.03113, -0.66945, -0.74702], [1.26658, -0.21146, 0.03841], [-0.23193, 1.13040, 0.15985], [-0.00140, -1.61508, -1.05993]]
}

# 4
{
  "formula": "H2NO4S",
  "method": "ωB97M-V/def2-TZVPD",
  "e_above_lowest_kcal_mol": 33.9,
  "energy_ev": -20545.0956,
  "molar_mass_da": 112.086,
  "charge": -1,
  "s2": 2.01,
  "lumo_energy_ha": [0.145, 0.124],
  "gap_ev": [6.79, 8.29],
  "multiplicity": 3,
  "symbols": ["N", "O", "O", "O", "O", "S", "H", "H"],
  "coordinates": [[-0.63222, 0.87038, -0.56843], [-0.42037, 1.01675, 1.42646], [-1.19365, -1.26404, 0.57390], [1.82969, -0.92880, -0.63747], [-1.02219, 1.96166, -1.09478], [-1.52072, 0.16948, 0.78614], [1.32641, -1.64159, -0.33701], [1.63305, -0.18384, -0.14881]]
}

# 5
{
  "formula": "H2NO5PS",
  "method": "ωB97M-V/def2-TZVPD",
  "e_above_lowest_kcal_mol": 24.9,
  "smiles": "N[P@](=O)([O-])S(=O)(=O)[O-]",
  "energy_ev": -31885.5727,
  "molar_mass_da": 159.059,
  "charge": -2,
  "lumo_energy_ha": 0.245,
  "gap_ev": 7.35,
  "multiplicity": 1,
  "symbols": ["N", "P", "O", "O", "S", "O", "O", "O", "H", "H"],
  "coordinates": [[-1.58707, 0.53126, -0.48547], [-0.24675, -0.86052, 0.29007], [-0.14842, -1.82571, -0.82085], [-0.71948, -1.31340, 1.63890], [1.30128, 0.57335, 0.31449], [2.40878, -0.20773, 0.90769], [0.86024, 1.63856, 1.24618], [1.50054, 0.88624, -1.10532], [-2.40497, -0.00457, -0.61471], [-0.96416, 0.58251, -1.37098]]
}

# 6
{
  "formula": "H2NOP",
  "method": "ωB97M-V/def2-TZVPD",
  "e_above_lowest_kcal_mol": 98.1,
  "energy_ev": -12855.3239,
  "molar_mass_da": 62.996,
  "lumo_energy_ha": [-0.049, -0.043],
  "gap_ev": [7.08, 8.77],
  "multiplicity": 1,
  "symbols": ["N", "O", "P", "H", "H"],
  "coordinates": [[0.02970, -0.56893, 1.56131], [0.29622, 0.30111, -1.73987], [-1.09185, -0.36701, 0.58576], [-0.23812, 1.09848, -1.82692], [1.00405, -0.46365, 1.41972]]
}

# 7
{
  "formula": "H2NOP",
  "method": "ωB97M-V/def2-TZVPD",
  "e_above_lowest_kcal_mol": 122.2,
  "energy_ev": -12854.2798,
  "molar_mass_da": 62.996,
  "lumo_energy_ha": [-0.106, -0.110],
  "gap_ev": [8.39, 8.12],
  "multiplicity": 1,
  "symbols": ["N", "O", "P", "H", "H"],
  "coordinates": [[0.90810, 1.23432, -0.02151], [0.93743, -1.12315, 0.11595], [-0.02964, -0.02209, -0.02049], [-0.95370, -0.07226, 1.11729], [-0.86220, -0.01682, -1.19124]]
}

# 8
{
  "formula": "H2NOS2",
  "method": "ωB97M-V/def2-TZVPD",
  "e_above_lowest_kcal_mol": 133.3,
  "energy_ev": -25235.1288,
  "molar_mass_da": 96.156,
  "charge": -1,
  "lumo_energy_ha": [0.086, 0.085],
  "gap_ev": [6.54, 6.53],
  "multiplicity": 1,
  "symbols": ["N", "O", "S", "S", "H", "H"],
  "coordinates": [[1.18143, -0.58821, -0.26541], [-0.61760, 2.57678, -0.10108], [-1.63971, -1.35444, 0.00977], [-0.14794, 0.12285, 0.01900], [1.16173, -1.21643, -1.10969], [0.06208, 0.45945, 1.44742]]
}

# 9
{
  "formula": "H2NP",
  "method": "ωB97M-V/def2-TZVPD",
  "e_above_lowest_kcal_mol": 3.7,
  "smiles": "[H]/N=P/[H]",
  "energy_ev": -10809.7978,
  "molar_mass_da": 46.997,
  "lumo_energy_ha": -0.007,
  "gap_ev": 9.25,
  "multiplicity": 1,
  "symbols": ["H", "N", "P", "H"],
  "coordinates": [[-1.00298, -1.12803, -0.01603], [-0.67621, -0.13829, -0.00213], [0.85311, -0.03644, -0.00170], [0.82608, 1.30276, 0.01986]]
}

# 10
{
  "formula": "H2NaO",
  "method": "ωB97M-V/def2-TZVPD",
  "e_above_lowest_kcal_mol": 1.6,
  "energy_ev": -6490.9277,
  "molar_mass_da": 41.005,
  "charge": 1,
  "lumo_energy_ha": -0.178,
  "gap_ev": 12.96,
  "multiplicity": 1,
  "symbols": ["O", "H", "H", "Na"],
  "coordinates": [[1.46128, 0.45486, -2.01011], [2.42858, 0.28894, -2.08140], [1.20478, 0.80919, -2.89154], [0.28938, 0.08984, -0.39773]]
}

# 11
{
  "formula": "H2NaO",
  "method": "ωB97M-V/def2-TZVPD",
  "e_above_lowest_kcal_mol": 1.0,
  "energy_ev": -6490.9555,
  "molar_mass_da": 41.005,
  "charge": 1,
  "lumo_energy_ha": -0.183,
  "gap_ev": 12.22,
  "multiplicity": 1,
  "symbols": ["O", "H", "H", "Na"],
  "coordinates": [[0.19440, 0.24905, -0.01498], [0.59918, 0.08750, -0.89720], [0.85637, 0.79631, 0.46519], [-1.64995, -1.13286, 0.44699]]
}

# 12
{
  "formula": "H2O",
  "method": "ωB97M-V/def2-TZVPD",
  "e_above_lowest_kcal_mol": 123.4,
  "energy_ev": -2074.5117,
  "molar_mass_da": 18.015,
  "lumo_energy_ha": [0.006, -0.071],
  "gap_ev": [12.62, 9.35],
  "multiplicity": 1,
  "symbols": ["O", "H", "H"],
  "coordinates": [[-0.71594, 0.00656, 0.00058], [-0.67486, -0.89014, -0.01955], [1.39080, 0.88358, 0.01897]]
}

# 13
{
  "formula": "H2O4S3",
  "method": "ωB97M-V/def2-TZVPD",
  "e_above_lowest_kcal_mol": 37.3,
  "energy_ev": -40724.0714,
  "molar_mass_da": 162.213,
  "lumo_energy_ha": -0.007,
  "gap_ev": 9.09,
  "multiplicity": 1,
  "symbols": ["O", "O", "O", "O", "S", "S", "S", "H", "H"],
  "coordinates": [[-0.95830, -0.36904, 0.16500], [0.98788, -0.34738, 1.51587], [-3.34165, 0.66505, 0.00242], [1.27346, -1.12722, -0.75344], [-2.05158, 0.67704, -0.65367], [2.61287, -0.21269, -1.07006], [0.30759, -1.20197, 0.59578], [-1.55224, 2.00727, -0.15481], [2.72197, -0.09106, 0.35289]]
}

# 14
{
  "formula": "H2O5P2",
  "method": "ωB97M-V/def2-TZVPD",
  "e_above_lowest_kcal_mol": 18.3,
  "energy_ev": -28851.7910,
  "molar_mass_da": 143.959,
  "charge": -2,
  "lumo_energy_ha": 0.230,
  "gap_ev": 8.40,
  "multiplicity": 1,
  "symbols": ["O", "O", "O", "O", "O", "P", "P", "H", "H"],
  "coordinates": [[-5.15365, 0.90572, -1.45793], [-5.56751, 2.23371, 0.64089], [3.50970, -1.01879, -0.58900], [2.64193, 0.98697, 1.44005], [2.64603, -2.91972, -1.76055], [2.46129, -2.09534, -0.50995], [-5.47900, 0.87059, 0.00817], [3.08008, 0.64482, 0.68295], [1.86112, 0.39205, 1.54536]]
}

# 15
{
  "formula": "H2OP2",
  "method": "ωB97M-V/def2-TZVPD",
  "e_above_lowest_kcal_mol": 0.0,
  "smiles": "O=P#[PH2]",
  "energy_ev": -20656.3086,
  "molar_mass_da": 79.963,
  "lumo_energy_ha": -0.039,
  "gap_ev": 8.05,
  "multiplicity": 1,
  "symbols": ["O", "P", "P", "H", "H"],
  "coordinates": [[2.97242, -0.65071, 0.50263], [2.20370, 0.24470, -0.41695], [0.29774, 0.64541, 0.54648], [-0.16028, -0.68881, 0.41162], [-0.21262, 0.75580, -0.91257]]
}

# 16
{
  "formula": "H2OP2",
  "method": "ωB97M-V/def2-TZVPD",
  "e_above_lowest_kcal_mol": 79.3,
  "smiles": "O=P#[PH2]",
  "energy_ev": -20652.8699,
  "molar_mass_da": 79.963,
  "lumo_energy_ha": [-0.089, -0.089],
  "gap_ev": [7.23, 7.23],
  "multiplicity": 1,
  "symbols": ["O", "P", "P", "H", "H"],
  "coordinates": [[1.07733, 2.12866, -0.32498], [0.25011, 0.48273, -1.20192], [-0.80366, -0.35245, 0.43600], [0.31152, -0.63102, 1.24197], [-0.83530, -1.62791, -0.15106]]
}

# 17
{
  "formula": "H2OS2",
  "method": "ωB97M-V/def2-TZVPD",
  "e_above_lowest_kcal_mol": 80.7,
  "energy_ev": -23746.1460,
  "molar_mass_da": 82.149,
  "lumo_energy_ha": [-0.103, -0.097],
  "gap_ev": [6.27, 6.50],
  "multiplicity": 1,
  "symbols": ["O", "S", "S", "H", "H"],
  "coordinates": [[-0.13642, -0.45829, -0.65564], [-0.39207, 0.51686, 0.71480], [-0.85600, 3.00545, 2.26468], [-0.74283, -1.26257, -0.48214], [0.75762, 1.35575, 0.40393]]
}

# 18
{
  "formula": "H2OS2",
  "method": "ωB97M-V/def2-TZVPD",
  "e_above_lowest_kcal_mol": 48.1,
  "smiles": "O=S.S",
  "energy_ev": -23747.5605,
  "molar_mass_da": 82.149,
  "lumo_energy_ha": -0.096,
  "gap_ev": 6.42,
  "multiplicity": 1,
  "symbols": ["O", "S", "S", "H", "H"],
  "coordinates": [[2.15881, 1.89206, 1.55918], [1.43597, 1.59167, 0.28120], [-1.18754, -1.66894, -0.95840], [-2.06784, -1.16987, -0.07968], [-0.33941, -0.64492, -0.80230]]
}

# 19
{
  "formula": "H2OS5",
  "method": "ωB97M-V/def2-TZVPD",
  "e_above_lowest_kcal_mol": 33.2,
  "energy_ev": -56253.8324,
  "molar_mass_da": 178.350,
  "lumo_energy_ha": -0.036,
  "gap_ev": 8.04,
  "multiplicity": 1,
  "symbols": ["O", "S", "S", "S", "S", "S", "H", "H"],
  "coordinates": [[-0.87173, -0.41000, -1.63381], [1.11517, 2.25420, 1.14034], [0.52451, -1.58377, -1.39455], [-0.26702, 2.34385, -0.42371], [1.05238, -2.72428, -2.81809], [-1.45143, 0.64660, -0.45953], [1.00335, 3.36941, 1.97319], [-0.30508, -2.33206, -0.55542]]
}

# 20
{
  "formula": "H2OS5",
  "method": "ωB97M-V/def2-TZVPD",
  "e_above_lowest_kcal_mol": 0.0,
  "energy_ev": -56255.2729,
  "molar_mass_da": 178.350,
  "lumo_energy_ha": -0.003,
  "gap_ev": 9.12,
  "multiplicity": 1,
  "symbols": ["O", "S", "S", "S", "S", "S", "H", "H"],
  "coordinates": [[-2.10848, -0.53436, -0.03333], [-0.51150, 1.74044, -0.43972], [1.20674, 1.36261, -1.42486], [-0.28257, 0.92434, 1.37063], [0.63208, -1.78772, 0.25098], [-1.19942, -0.90212, 1.00535], [0.14506, -2.92311, -0.06121], [2.11809, 2.11990, -0.66783]]
}